Entry 1:
Formula: C4H11NO
Source: the OMol25 dataset
Level of theory: ωB97M-V/def2-TZVPD

Geometry (Å):
1 C -1.6198 0.1735 -0.2825
2 C -2.7933 -0.3566 0.5649
3 C -2.5351 -0.3316 2.0614
4 H -1.9146 1.0098 -0.9116
5 H -1.2984 -0.5855 -0.9905
6 H -0.7851 0.4325 0.3655
7 H -2.9975 -1.3827 0.2864
8 H -3.7144 0.1861 0.3376
9 H -3.2988 -0.9066 2.5854
10 H -1.5916 -0.8106 2.3125
11 H -2.5376 0.6580 2.5399
12 C 4.0792 0.0709 -2.0279
13 N 4.3259 0.5595 -0.8632
14 O 2.9953 0.2303 -2.6530
15 H 4.8395 -0.5405 -2.5363
16 H 3.6316 1.1486 -0.4075
17 H 5.2146 0.4448 -0.3811

Cartesian forces (eV/Å) of the 6 atoms listed first:
C -0.46 -0.26 -0.12
C -0.03 0.28 -0.03
C -0.23 -0.01 0.59
H 0.10 0.32 0.23
H 0.23 -0.21 0.01
H 0.13 0.21 -0.10

The calculation puts the HOMO energy (spin up / spin down) at -13.34 / -13.34 eV. Its spin multiplicity is 2. As for the energy above the lowest of the compared OMol25 structures with the same formula, charge and spin: 227.2 kJ/mol. The expectation value of S² is 0.75. Its net charge is +1.

Population analysis type Löwdin, resulting atomic charges in e:
1 C -0.1235
2 C -0.3107
3 C -0.1372
4 H 0.0619
5 H 0.0553
6 H 0.0535
7 H 0.0921
8 H 0.1011
9 H 0.0685
10 H 0.0636
11 H 0.0761
12 C -0.1664
13 N 0.2592
14 O 0.3557
15 H 0.2062
16 H 0.1724
17 H 0.1721

Entry 2:
Formula: C4H11NO
Source: the OMol25 dataset
Level of theory: ωB97M-V/def2-TZVPD

Geometry (Å):
1 C 1.5756 1.2414 -1.3946
2 C 1.7415 1.1619 0.1345
3 H 1.0283 2.1187 -1.7252
4 H 2.5637 1.2729 -1.8907
5 H 1.1181 0.3420 -1.8346
6 H 2.7303 0.9351 0.4623
7 H 1.0248 0.5127 0.6459
8 H 1.5461 2.1628 0.5390
9 C -1.1973 -0.9551 1.6260
10 C -1.9470 -1.3249 0.4096
11 O -3.0939 -1.8432 0.4272
12 N -1.4147 -1.1661 -0.7596
13 H -1.9824 -1.4444 -1.5673
14 H -0.6882 -0.4755 -0.9281
15 H -0.1482 -1.0006 1.4361
16 H -1.3748 -1.5882 2.4882
17 H -1.4820 0.0504 1.9313

Cartesian forces (eV/Å) of the 6 atoms listed first:
C 0.81 -0.70 -0.24
C -0.99 1.24 -0.18
H -0.16 -0.01 0.06
H -0.45 0.14 0.28
H -0.07 0.14 0.11
H 0.66 -0.54 0.06

The calculation puts the HOMO energy (spin up / spin down) at -15.36 / -15.36 eV. Its spin multiplicity is 2. As for the energy above the lowest of the compared OMol25 structures with the same formula, charge and spin: 159.3 kJ/mol. The expectation value of S² is 0.75. Its net charge is +1.

Population analysis type Löwdin, resulting atomic charges in e:
1 C -0.1525
2 C -0.1426
3 H 0.0661
4 H 0.0812
5 H 0.0426
6 H 0.0614
7 H 0.0170
8 H 0.0764
9 C 0.0687
10 C -0.4201
11 O 0.3726
12 N 0.2824
13 H 0.1759
14 H 0.1329
15 H 0.0857
16 H 0.1202
17 H 0.1320

Entry 3:
Formula: C4H11NO
Source: the OMol25 dataset
Level of theory: ωB97M-V/def2-TZVPD

Geometry (Å):
1 C 1.3038 -2.6310 -0.6558
2 C 0.2026 -1.6990 -1.0035
3 H 1.6075 -3.1548 -1.5998
4 H 2.1648 -2.1138 -0.2201
5 H 0.9316 -3.4839 -0.0059
6 H 0.4767 -0.6155 -0.9044
7 H -0.5025 -1.7977 -0.2005
8 H -0.0308 -1.7063 -2.0374
9 C -0.1638 1.6392 1.7598
10 C -1.0139 1.4138 0.4407
11 O -1.6223 0.4756 0.2464
12 N -1.1368 2.6089 -0.3672
13 H -0.2034 0.7705 2.3932
14 H -0.7327 2.6051 2.2265
15 H -1.5695 2.4438 -1.3556
16 H -0.5678 3.4205 -0.2455
17 H 0.8564 1.8246 1.5292

Cartesian forces (eV/Å) of the 6 atoms listed first:
C 0.96 -2.22 -0.63
C 0.66 2.44 1.23
H 0.27 0.47 0.92
H -0.09 -0.49 0.04
H 0.63 1.19 -0.48
H 0.48 -0.57 0.11

The calculation puts the HOMO energy (spin up / spin down) at -14.48 / -14.46 eV. Its spin multiplicity is 2. As for the energy above the lowest of the compared OMol25 structures with the same formula, charge and spin: 307.9 kJ/mol. The expectation value of S² is 0.76. Its net charge is +1.

Population analysis type Löwdin, resulting atomic charges in e:
1 C -0.1742
2 C -0.1983
3 H 0.0835
4 H 0.0679
5 H 0.0929
6 H 0.0539
7 H 0.0510
8 H 0.0640
9 C 0.1074
10 C -0.4253
11 O 0.3773
12 N 0.2212
13 H 0.0938
14 H 0.1851
15 H 0.1933
16 H 0.1176
17 H 0.0891

Entry 4:
Formula: C4H11NO2
Source: the OMol25 dataset
Level of theory: ωB97M-V/def2-TZVPD

Geometry (Å):
1 C 0.3554 1.0019 2.6018
2 N -0.6786 0.9014 1.7216
3 C -1.0329 2.1121 -0.3679
4 C -0.4650 0.8535 0.2686
5 C -1.2040 -0.3788 -0.2691
6 O 1.5264 1.0440 2.3014
7 H 0.0415 0.8676 3.6521
8 H -1.5711 1.3007 1.9666
9 H -1.9772 2.4513 0.0661
10 H -1.2410 1.9612 -1.4271
11 H -0.3873 2.9827 -0.2214
12 H 0.6022 0.7768 0.1034
13 H -1.0399 -1.1920 0.4429
14 H -2.2687 -0.1728 -0.3709
15 H -0.8032 -0.7814 -1.1919
16 H 0.5720 -4.5251 -4.9264
17 H 1.9106 -3.7898 -4.6376
18 O 1.5275 -4.6467 -4.8613

Cartesian forces (eV/Å) of the 6 atoms listed first:
C 0.01 -0.65 0.18
N 0.22 0.43 -0.53
C 0.15 0.77 -0.13
C -0.89 -0.01 0.05
C 0.55 -0.47 0.63
O 0.07 0.02 -0.11

The calculation puts the HOMO energy at -9.85 eV. Its spin multiplicity is 1. As for the energy above the lowest of the compared OMol25 structures with the same formula, charge and spin: 69.9 kJ/mol. Its SMILES is CC(C)NC=O.O. Its net charge is 0.

Population analysis type Löwdin, resulting atomic charges in e:
1 C -0.3620
2 N 0.0333
3 C -0.0681
4 C -0.4119
5 C -0.0624
6 O 0.0199
7 H 0.1283
8 H 0.1295
9 H 0.0752
10 H 0.0787
11 H 0.0814
12 H 0.1321
13 H 0.0773
14 H 0.0770
15 H 0.0716
16 H 0.0329
17 H 0.0330
18 O -0.0659

Entry 5:
Formula: C4H11NO2
Source: the OMol25 dataset
Level of theory: ωB97M-V/def2-TZVPD

Geometry (Å):
1 C -1.8612 0.1489 0.1058
2 O -2.3364 0.7661 1.3891
3 C -0.4481 -0.2053 0.3609
4 C 0.1100 -0.7363 -1.0306
5 C 1.6673 -1.1060 -0.9243
6 O 2.4649 0.0761 -0.7341
7 N 0.3600 1.0384 0.9493
8 H -1.8681 0.8437 -0.7621
9 H -2.4469 -0.7209 -0.0533
10 H -2.4297 -0.1063 1.8120
11 H -0.3766 -1.0853 1.0554
12 H -0.4325 -1.7020 -1.3060
13 H 0.0505 0.0934 -1.7895
14 H 1.7440 -1.9195 -0.1105
15 H 1.9286 -1.5696 -1.8748
16 H 3.0637 0.3014 -1.4622
17 H 0.8730 1.6174 0.2946
18 H -0.4610 1.6332 1.2407

Cartesian forces (eV/Å) of the 6 atoms listed first:
C 0.35 2.23 1.32
O -0.35 -1.56 -1.73
C 3.06 0.19 -1.38
C 1.65 0.10 1.10
C -1.48 -0.20 -0.16
O -0.23 -0.41 0.52

The calculation puts the HOMO energy at -9.18 eV. Its spin multiplicity is 1. As for the energy above the lowest of the compared OMol25 structures with the same formula, charge and spin: 247.5 kJ/mol. Its SMILES is N[C@@H](CO)CCO. Its net charge is 0.

Population analysis type Löwdin, resulting atomic charges in e:
1 C -0.2261
2 O -0.1017
3 C -0.3612
4 C -0.1457
5 C -0.2456
6 O -0.0965
7 N 0.0505
8 H 0.1339
9 H 0.1052
10 H 0.0820
11 H 0.1397
12 H 0.1284
13 H 0.1189
14 H 0.1324
15 H 0.0949
16 H 0.0911
17 H 0.0402
18 H 0.0596

Entry 6:
Formula: C4H11NO2
Source: the OMol25 dataset
Level of theory: ωB97M-V/def2-TZVPD

Geometry (Å):
1 C -4.1522 -0.3779 0.3315
2 C 0.5362 1.5180 -0.1274
3 C 1.3369 0.2011 -0.0907
4 C 3.2796 -1.1952 -0.1318
5 H -2.5267 -0.5778 -0.5554
6 H -5.0700 0.1833 -0.0186
7 H -4.3357 -1.3086 0.8981
8 H -3.8731 0.3925 1.2554
9 H 1.1234 2.0236 -1.0889
10 H 0.8800 2.2088 0.9742
11 H -0.6513 1.2897 -0.2092
12 H 3.3268 1.0718 0.0887
13 H 2.2609 -1.8485 -0.2452
14 H 4.0215 -1.2081 -1.1160
15 H 3.9791 -1.4628 0.9009
16 N 2.6544 0.2272 -0.1157
17 O -3.3626 -0.3713 -0.8283
18 O 0.5730 -0.7658 0.0787

Cartesian forces (eV/Å) of the 6 atoms listed first:
C -1.66 3.56 2.08
C 2.03 2.19 0.32
C -4.80 1.40 1.97
C 0.85 0.22 -0.28
H 3.77 -0.97 0.69
H 0.39 -1.40 0.63

The calculation puts the HOMO energy at -9.50 eV. Its spin multiplicity is 1. As for the energy above the lowest of the compared OMol25 structures with the same formula, charge and spin: 446.4 kJ/mol. Its net charge is 0.

Population analysis type Löwdin, resulting atomic charges in e:
1 C -0.2045
2 C -0.0538
3 C -0.6699
4 C -0.0902
5 H 0.0072
6 H 0.0838
7 H 0.0689
8 H 0.1140
9 H 0.1092
10 H 0.1551
11 H 0.1077
12 H 0.1909
13 H 0.1063
14 H 0.1041
15 H 0.1246
16 N -0.0365
17 O -0.0843
18 O -0.0326

Entry 7:
Formula: C4H11NO2
Source: the OMol25 dataset
Level of theory: ωB97M-V/def2-TZVPD

Geometry (Å):
1 C -0.4730 -1.7977 -1.7953
2 C 0.3359 -2.4749 -0.7003
3 N -1.2745 -0.6943 -1.2264
4 H 0.1771 -1.4535 -2.5967
5 H -1.0967 -2.5187 -2.3352
6 H -0.3139 -3.0933 -0.0832
7 H 0.9299 -1.7312 -0.1717
8 H -0.6757 0.7469 -0.6873
9 H -2.1995 -0.6579 -1.6360
10 H -1.3847 -0.9645 -0.2496
11 H 1.0597 -3.1629 -1.1463
12 C 1.4739 2.1568 1.2971
13 C 0.2880 1.2541 0.9478
14 O -0.2423 0.5081 1.7292
15 O -0.1475 1.5125 -0.2822
16 H 1.2122 3.1300 0.8886
17 H 2.3785 1.8316 0.7892
18 H 1.5372 2.1795 2.3771

Cartesian forces (eV/Å) of the 6 atoms listed first:
C 0.01 -0.23 -0.69
C 0.29 -0.32 -0.93
N 0.07 -0.68 0.35
H 0.26 0.51 0.16
H -0.21 -0.12 0.40
H 0.08 0.33 0.45

The calculation puts the HOMO energy at -9.88 eV. Its spin multiplicity is 1. As for the energy above the lowest of the compared OMol25 structures with the same formula, charge and spin: 27.7 kJ/mol. Its SMILES is CC(=O)O.CCN. Its net charge is 0.

Population analysis type Löwdin, resulting atomic charges in e:
1 C -0.3063
2 C -0.0964
3 N -0.0085
4 H 0.1007
5 H 0.1031
6 H 0.0782
7 H 0.0734
8 H 0.0548
9 H 0.0946
10 H 0.0784
11 H 0.0735
12 C 0.0082
13 C -0.6063
14 O 0.0686
15 O 0.0455
16 H 0.0788
17 H 0.0817
18 H 0.0780

Entry 8:
Formula: C4H11NO2
Source: the OMol25 dataset
Level of theory: ωB97M-V/def2-TZVPD

Geometry (Å):
1 C -0.0120 2.5825 -2.3860
2 C -1.4003 2.8999 -1.8004
3 C -1.8421 4.1856 -1.4216
4 C -3.3108 1.4121 -1.0865
5 N -1.9938 1.7608 -1.0905
6 H 0.0051 1.7228 -3.1154
7 H 0.2264 3.4647 -2.9493
8 H 0.8680 2.4560 -1.7323
9 H -2.7827 4.3386 -0.9220
10 H -1.1391 4.9817 -1.6137
11 H -3.4606 0.3895 -0.7403
12 H -4.0457 1.9793 -1.5689
13 H 2.7134 -4.9345 4.6130
14 H 1.3378 -5.3538 4.5245
15 O 2.1149 -5.5097 5.0456
16 H 3.6222 -5.1402 2.3394
17 H 4.7277 -5.5497 1.4999
18 O 4.3719 -5.6856 2.4044

Cartesian forces (eV/Å) of the 6 atoms listed first:
C -0.52 -0.12 -0.94
C -1.17 1.38 3.77
C 1.91 -3.45 -1.77
C 6.66 0.40 -0.07
N -3.89 -1.03 -1.45
H -0.36 0.78 0.86

The calculation puts the HOMO energy at -8.92 eV. Its spin multiplicity is 1. As for the energy above the lowest of the compared OMol25 structures with the same formula, charge and spin: 344.6 kJ/mol. Its SMILES is C=NC(=C)C.O.O. Its net charge is 0.

Population analysis type Löwdin, resulting atomic charges in e:
1 C -0.0788
2 C -0.3712
3 C 0.0544
4 C 0.0019
5 N -0.0028
6 H 0.0862
7 H 0.0488
8 H 0.0787
9 H 0.0430
10 H 0.0431
11 H 0.0569
12 H 0.0398
13 H -0.0022
14 H 0.0249
15 O -0.0247
16 H -0.0110
17 H 0.0574
18 O -0.0443

Entry 9:
Formula: C4H11NO2
Source: the OMol25 dataset
Level of theory: ωB97M-V/def2-TZVPD

Geometry (Å):
1 C -0.2284 -0.9046 2.1426
2 C -0.6085 -0.3526 0.7726
3 C -0.4368 1.1767 0.6451
4 C -0.6700 1.7149 -0.7436
5 N -0.1702 0.9849 -1.7883
6 O -1.4556 2.6798 -1.0163
7 H -0.0076 -2.0051 2.0634
8 H 0.7588 -0.4857 2.3656
9 H -0.8700 -0.6788 2.9832
10 H -1.7328 -0.5858 0.5776
11 H -0.0253 -0.7952 -0.0087
12 H 0.6030 1.3914 1.0008
13 H -1.2419 1.6868 1.2722
14 H -0.2424 -0.0493 -1.6571
15 H -0.3007 1.6425 -2.5415
16 H 2.4568 -1.3088 -2.5513
17 H 2.3663 -2.4061 -1.5445
18 O 1.8052 -1.7051 -1.9717

Cartesian forces (eV/Å) of the 6 atoms listed first:
C 1.73 -0.88 -0.76
C -2.90 0.50 0.07
C -0.80 0.50 1.36
C -3.08 1.20 -0.75
N 0.30 0.15 1.74
O 2.81 -1.95 1.32

The calculation puts the HOMO energy at -9.41 eV. Its spin multiplicity is 1. As for the energy above the lowest of the compared OMol25 structures with the same formula, charge and spin: 108.4 kJ/mol. Its SMILES is CCCC(N)=O.O. Its net charge is 0.

Population analysis type Löwdin, resulting atomic charges in e:
1 C -0.1152
2 C -0.2773
3 C -0.1393
4 C -0.5161
5 N 0.1379
6 O -0.0129
7 H 0.0858
8 H 0.0660
9 H 0.0683
10 H 0.1465
11 H 0.0605
12 H 0.1304
13 H 0.1409
14 H 0.0992
15 H 0.1047
16 H 0.0299
17 H 0.0656
18 O -0.0750

Entry 10:
Formula: C4H11NO2
Source: the OMol25 dataset
Level of theory: ωB97M-V/def2-TZVPD

Geometry (Å):
1 C -1.4375 -0.6170 -0.1050
2 O -2.6316 -0.5225 -0.8321
3 C -0.2419 0.3433 -0.4900
4 C 1.0992 0.0976 0.3012
5 C 1.8072 -1.2964 -0.0284
6 O 0.9129 0.2502 1.7943
7 N -0.3734 1.8619 -0.4783
8 H -1.2635 -1.7329 -0.1346
9 H -1.5959 -0.1257 0.9166
10 H -3.4194 -0.4834 -0.3443
11 H -0.0729 0.2838 -1.5761
12 H 1.7564 0.9500 0.0100
13 H 2.7659 -1.2832 0.5259
14 H 2.0417 -1.3996 -1.1105
15 H 1.1941 -2.0625 0.4540
16 H 0.9458 1.2448 1.8142
17 H -1.0766 2.1831 -1.1703
18 H -0.4104 2.3085 0.4535

Cartesian forces (eV/Å) of the 6 atoms listed first:
C 0.06 1.14 2.62
O 1.31 0.84 -2.74
C 0.60 1.02 -1.34
C 0.18 -0.99 -0.19
C -0.09 1.97 1.27
O 0.15 1.38 -2.44

The calculation puts the HOMO energy at -9.27 eV. Its spin multiplicity is 1. As for the energy above the lowest of the compared OMol25 structures with the same formula, charge and spin: 248.2 kJ/mol. Its SMILES is C[C@H](O)[C@H](N)CO. Its net charge is 0.

Population analysis type Löwdin, resulting atomic charges in e:
1 C -0.2181
2 O -0.0654
3 C -0.3130
4 C -0.3380
5 C -0.0385
6 O -0.0866
7 N 0.0119
8 H 0.1342
9 H 0.1334
10 H 0.0560
11 H 0.1329
12 H 0.1306
13 H 0.0729
14 H 0.0852
15 H 0.0671
16 H 0.0870
17 H 0.0813
18 H 0.0670